#w
Molecular formula: C2H4ClNS
Method: DFT, wB97M-V/def2-TZVPD

Calculated values
Orbital gap (eV): 8.98

Atoms and positions in Å:
C  1.878  0.095  -1.100
C  -1.151  0.338  0.449
N  -0.029  -0.354  1.052
S  2.295  0.020  -2.562
Cl  0.419  -1.728  0.147
H  0.914  0.161  0.943
H  -1.272  1.156  1.127
H  -1.017  0.727  -0.590
H  -2.037  -0.416  0.534


#x
Molecular formula: C2H4ClNS
Method: DFT, wB97M-V/def2-TZVPD

Calculated values
Orbital gap (eV): 10.10
SMILES: S/N=C\CCl

Atoms and positions in Å:
S  -1.073  1.607  -0.495
N  -1.276  0.338  0.619
C  -0.253  -0.420  0.702
C  0.987  -0.406  -0.149
Cl  2.027  -1.831  -0.065
H  -2.305  2.055  -0.684
H  -0.393  -1.251  1.322
H  0.662  -0.554  -1.238
H  1.624  0.461  -0.012


The least stable of them is #w.


#w
Molecular formula: C4H4N2O2
Method: DFT, wB97M-V/def2-TZVPD

Calculated values
Orbital gap (eV): 9.21
SMILES: [H]/N=C(/C#C)N(O)C=O

Atoms and positions in Å:
H  2.457  0.468  -0.122
N  1.654  0.472  -0.914
C  0.492  0.214  -0.554
C  -0.574  0.086  -1.434
C  -1.325  -0.565  -2.284
N  0.201  0.160  0.905
O  1.214  0.518  1.627
C  -0.788  -0.596  1.303
O  -1.573  -1.229  0.563
H  -2.043  -0.407  -3.231
H  1.043  1.313  1.789
H  -0.758  -0.434  2.351


#x
Molecular formula: C4H4N2O2
Method: DFT, wB97M-V/def2-TZVPD

Calculated values
Orbital gap (eV): 10.29

Atoms and positions in Å:
C  -1.191  -0.311  -0.149
C  0.725  0.650  -0.099
C  2.101  0.120  0.017
C  1.270  -1.214  0.092
H  2.385  0.397  0.972
H  2.919  0.413  -0.938
H  1.290  -2.273  -0.437
H  1.305  -1.491  1.113
N  -0.053  1.659  0.345
N  0.154  -0.491  -0.363
O  -1.936  -1.140  0.233
O  -1.319  1.053  -0.201


The least stable of them is #w.


#w
Molecular formula: C4H4N2O2
Method: DFT, wB97M-V/def2-TZVPD

Calculated values
Orbital gap (alpha / beta) (eV): 7.83 / 7.83

Atoms and positions in Å:
C  -0.821  -0.845  -0.646
C  -1.068  -1.013  0.707
C  0.092  0.031  -1.201
C  -0.403  -0.308  1.697
N  1.694  1.625  -0.998
N  0.868  0.836  -0.441
O  0.684  0.722  0.898
O  -0.323  -0.169  2.857
H  -1.387  -1.452  -1.338
H  -1.805  -1.723  1.050
H  0.249  0.119  -2.262
H  2.222  2.177  -0.323


#x
Molecular formula: C4H4N2O2
Method: DFT, wB97M-V/def2-TZVPD

Calculated values
Orbital gap (eV): 8.55

Atoms and positions in Å:
C  0.749  1.081  -1.363
C  0.013  0.188  0.574
C  -0.783  -0.829  1.297
C  -0.310  0.024  -0.686
H  0.317  1.970  -1.722
H  1.593  0.507  -1.761
H  -0.509  -1.328  2.287
H  -1.989  -0.252  1.499
N  1.055  0.777  0.956
N  -1.108  -1.034  -0.910
O  1.655  1.456  -0.141
O  -1.287  -1.692  0.196


The least stable of them is #x.


#w
Molecular formula: C4H4N2O2
Method: DFT, wB97M-V/def2-TZVPD

Calculated values
Orbital gap (eV): 8.96
SMILES: O/N=c1/ccocn1

Atoms and positions in Å:
O  2.871  -0.367  0.079
N  2.010  0.682  0.092
C  0.733  0.344  -0.035
C  -0.385  1.303  0.026
C  -1.640  0.823  -0.017
O  -1.877  -0.575  0.243
C  -0.796  -1.361  -0.033
N  0.396  -0.979  -0.060
H  2.428  -1.174  0.241
H  -0.192  2.391  -0.180
H  -2.602  1.352  -0.022
H  -0.943  -2.439  -0.335


#x
Molecular formula: C4H4N2O2
Method: DFT, wB97M-V/def2-TZVPD

Calculated values
Orbital gap (eV): 9.16
SMILES: c1ncn2c1OCO2

Atoms and positions in Å:
C  1.471  -1.069  0.057
N  2.163  0.154  0.160
C  1.201  1.172  0.199
N  -0.011  0.615  -0.317
C  0.222  -0.685  -0.195
O  -1.008  -1.209  -0.145
C  -1.957  -0.153  0.386
O  -1.316  1.113  -0.241
H  1.975  -2.041  -0.134
H  1.298  2.162  0.132
H  -3.189  -0.261  -0.094
H  -2.183  -0.080  1.608


The least stable of them is #x.


#w
Molecular formula: C2H4ClN3
Method: DFT, wB97M-V/def2-TZVPD

Calculated values
Orbital gap (eV): 9.75
SMILES: ClN1CCN=N1

Atoms and positions in Å:
Cl  -2.646  0.869  0.011
N  -1.188  0.016  -0.206
C  0.085  0.737  0.030
C  1.097  -0.467  -0.089
N  0.168  -1.579  0.077
N  -1.019  -1.263  0.045
H  -0.098  1.102  1.095
H  0.302  1.605  -0.611
H  1.561  -0.373  -1.132
H  1.740  -0.647  0.780


#x
Molecular formula: C2H4ClN3
Method: DFT, wB97M-V/def2-TZVPD

Calculated values
Orbital gap (eV): 9.58
SMILES: C=N/C(N)=N/Cl

Atoms and positions in Å:
C  -0.737  -1.555  0.887
N  -0.770  -0.532  0.121
C  -0.194  0.652  0.051
N  0.760  0.523  -1.345
N  -0.542  1.640  0.648
Cl  0.295  3.074  0.166
H  -1.413  -2.332  0.631
H  -0.022  -1.892  1.656
H  0.921  -0.475  -1.585
H  1.702  0.898  -1.231


#y
Molecular formula: C2H4ClN3
Method: DFT, wB97M-V/def2-TZVPD

Calculated values
Orbital gap (alpha / beta) (eV): 7.34 / 7.35
SMILES: C=N/C(N)=N/Cl

Atoms and positions in Å:
C  -2.002  0.373  0.148
N  -1.046  -0.250  -0.452
C  0.254  -0.137  -0.192
N  1.274  -0.418  -1.027
N  0.691  -0.098  1.412
Cl  2.338  -0.299  1.668
H  -2.989  -0.090  0.059
H  -1.802  1.079  0.821
H  1.140  -0.086  -1.983
H  2.143  -0.074  -0.455


The least stable of them is #y.


#w
Molecular formula: C3H5INO2
Method: DFT, wB97M-V/def2-TZVPD

Calculated values
Orbital gap (eV): 6.30
Net charge: -1

Atoms and positions in Å:
C  1.052  0.165  -1.503
C  0.753  -1.347  0.563
C  0.414  -0.061  -0.240
N  -2.056  1.300  0.258
O  -0.155  -0.302  -1.690
O  1.977  0.712  -1.893
I  -2.034  1.809  2.302
H  1.107  -1.115  1.519
H  -0.122  -1.966  0.732
H  1.389  -1.956  -0.153
H  -0.507  0.509  0.167
H  -1.818  2.251  -0.063


#x
Molecular formula: C3H5INO2
Method: DFT, wB97M-V/def2-TZVPD

Calculated values
Orbital gap (eV): 6.72
Net charge: -1

Atoms and positions in Å:
C  -1.127  0.886  1.445
C  0.405  0.190  -1.305
C  0.900  -0.401  0.033
N  -0.119  -0.749  1.021
O  -2.223  0.603  1.231
O  -0.320  1.718  1.756
I  -1.496  -2.209  0.319
H  -0.030  1.204  -1.197
H  1.216  0.087  -1.949
H  -0.324  -0.450  -1.807
H  1.657  -1.155  -0.148
H  1.462  0.276  0.603


The least stable of them is #w.